Record 1
The following is a DFT calculation (ωB97M-V/def2-TZVPD) of a single CH2IOP molecule in a non-equilibrium geometry.

Geometry as XYZ:
```
6
Properties=species:S:1:pos:R:3:forces:R:3
I -0.735 -1.805 1.686 0.32 -0.03 -0.11
P 0.769 -0.970 -0.065 2.43 -1.17 1.30
O -0.053 1.599 -0.238 0.83 1.34 -0.40
C -0.243 0.443 -0.342 -5.18 -0.50 0.78
H 1.809 -0.330 0.837 -1.26 -0.64 -1.04
H -1.490 0.014 -0.386 2.86 0.99 -0.52
```
Positions in Å, forces in eV/Å.

Properties
- SMILES string: O=CPI
- Orbital gap: 8.6 eV
- HOMO energy: -9.466 eV
- Net charge: 0
- Relative energy (zero: lowest compared OMol25 entry of this formula, charge and spin): 0.789 eV



Record 2
The following is a DFT calculation (ωB97M-V/def2-TZVPD) of 2 unconnected molecules or ions with the total composition C6H10N2O in a non-equilibrium geometry.

Geometry as XYZ:
```
19
Properties=species:S:1:pos:R:3:forces:R:3
O -0.179 -1.367 -1.339 -3.85 2.60 1.19
N -1.189 1.736 -0.444 1.25 -2.56 -3.25
N 1.820 1.309 -0.322 -5.34 0.58 3.71
C -0.891 -0.399 0.919 1.14 -3.16 2.65
C 1.698 -0.155 -0.023 -0.72 6.56 0.17
C 0.582 -0.641 0.825 -0.97 1.59 -0.96
C 0.871 -1.198 -0.542 2.85 -5.93 2.53
C -1.327 -0.822 -0.442 -2.65 -4.70 -2.67
C -1.655 0.453 0.053 0.81 4.20 1.16
H 1.400 -2.188 -0.128 -0.79 1.27 -2.53
H -0.115 1.382 -0.743 -3.06 1.93 0.51
H 1.086 2.207 0.589 3.34 -3.49 -3.59
H 0.849 -1.200 1.620 1.10 -1.67 2.46
H -1.308 -1.015 1.858 0.70 1.96 -2.10
H -2.396 -1.222 -0.530 2.34 -1.33 -0.84
H 2.544 -0.490 0.420 2.78 -1.20 0.70
H 2.541 1.670 -0.870 1.21 0.71 -0.52
H -1.733 1.631 -1.400 1.63 1.29 1.83
H -2.602 0.307 0.500 -1.78 1.34 -0.44
```
Positions in Å, forces in eV/Å.

Properties
- Orbital gap: 9.2 eV
- HOMO energy: -8.706 eV
- Net charge: 0
- Relative energy (zero: lowest compared OMol25 entry of this formula, charge and spin): 9.658 eV



Record 3
The following is a DFT calculation (ωB97M-V/def2-TZVPD) of 2 unconnected molecules or ions with the total composition CH6O2 in a non-equilibrium geometry.

Geometry as XYZ:
```
9
Properties=species:S:1:pos:R:3:forces:R:3
O 0.442 -0.983 -0.864 -0.45 -0.34 0.36
O -0.779 -1.735 -0.509 1.22 0.58 -0.04
C 0.310 2.472 1.255 -1.63 -1.92 -0.71
H -0.760 2.581 0.954 0.70 0.26 0.35
H 1.036 -1.307 -0.181 0.14 -0.10 0.15
H 0.321 2.142 2.294 0.21 0.50 0.05
H -1.231 -1.451 -1.296 -0.91 -0.13 -0.47
H 0.615 1.579 0.663 0.26 0.82 0.23
H 0.853 3.362 1.019 0.45 0.34 0.07
```
Positions in Å, forces in eV/Å.

Properties
- SMILES string: OO.C
- Orbital gap: 11.3 eV
- HOMO energy: -10.338 eV
- Net charge: 0
- Relative energy (zero: lowest compared OMol25 entry of this formula, charge and spin): 2.801 eV



Record 4
The following is a DFT calculation (ωB97M-V/def2-TZVPD) of 13 unconnected molecules or ions with the total composition C49H118O29 in a non-equilibrium geometry.

Geometry as XYZ:
```
196
Properties=species:S:1:pos:R:3:forces:R:3
O -18.569 -23.366 -9.687 0.48 -0.51 0.16
O -14.641 -26.560 -7.964 1.07 -1.05 0.74
O -16.971 -25.442 -14.180 1.59 0.74 1.41
O -14.745 -25.359 -14.093 -0.39 -0.25 -0.36
O -15.367 -17.390 -14.819 -0.22 2.17 1.02
O -7.865 -20.589 -13.457 -1.50 0.96 -0.35
O -8.180 -23.937 -16.345 -0.19 0.07 -1.10
O -14.870 -21.592 -14.333 -1.41 0.05 0.55
O -19.047 -19.099 -12.613 0.36 0.96 -0.20
O -12.147 -22.943 -13.745 -0.33 0.81 -1.11
O -8.502 -24.835 -12.008 0.84 1.12 -0.17
O -16.539 -18.569 -17.880 2.17 -1.12 1.15
O -16.140 -17.629 -9.302 0.62 -0.05 -0.19
O -9.504 -18.626 -12.200 0.42 0.08 0.15
O -19.652 -21.644 -17.637 -0.36 -0.35 0.27
O -18.861 -16.797 -12.563 0.07 0.01 -0.42
O -13.531 -27.874 -11.130 0.46 0.78 0.88
O -9.874 -25.821 -9.408 0.93 -1.45 0.30
O -10.491 -21.128 -19.124 0.96 -0.05 0.53
O -15.030 -15.968 -18.988 0.05 1.64 -0.14
O -15.757 -26.504 -15.757 -0.15 -0.99 -1.42
O -14.681 -14.405 -12.671 0.45 0.56 -1.08
O -6.644 -25.134 -19.449 -0.81 -1.64 -0.63
O -10.500 -20.038 -17.130 1.62 -0.72 -1.24
O -21.314 -23.939 -16.261 0.14 2.64 -0.72
O -8.555 -20.670 -18.209 -0.80 -0.72 -0.66
O -18.963 -17.711 -14.449 0.29 1.63 1.61
O -13.385 -19.865 -10.192 -0.45 1.01 -0.19
O -19.843 -25.227 -8.217 -0.21 -0.04 1.12
C -15.840 -25.852 -14.777 0.79 0.94 1.15
C -13.948 -26.899 -10.134 -0.07 -0.22 -2.15
C -9.717 -19.064 -13.563 -0.10 1.52 1.24
C -18.672 -18.585 -15.483 -0.63 -1.21 -0.24
C -16.364 -16.956 -8.086 -0.85 0.28 -0.38
C -7.300 -21.860 -13.562 0.38 -0.34 0.88
C -15.372 -18.827 -9.223 -0.28 -0.59 0.23
C -18.268 -25.682 -14.665 -0.38 -0.56 -0.65
C -16.311 -21.685 -14.526 1.15 -0.19 -0.69
C -20.498 -25.702 -7.026 0.76 0.19 -0.66
C -11.852 -20.812 -19.437 -0.08 -0.12 -0.32
C -21.759 -22.889 -17.244 1.67 -0.85 0.49
C -14.206 -18.678 -10.186 0.14 -1.03 0.52
C -9.881 -25.859 -7.986 -0.09 0.52 -0.55
C -13.693 -27.340 -8.703 -1.03 1.17 -1.60
C -14.046 -22.107 -15.353 0.16 -0.29 0.98
C -14.589 -16.491 -14.003 -0.11 -1.28 0.09
C -15.145 -18.363 -18.174 -0.79 1.61 0.15
C -9.826 -24.530 -9.956 -1.32 -0.40 -0.58
C -9.286 -20.474 -13.739 1.45 -0.25 -0.76
C -18.468 -22.780 -11.001 -0.37 0.24 1.18
C -14.887 -18.680 -14.823 0.12 -0.84 -0.99
C -12.273 -19.735 -11.083 -0.40 -0.21 0.70
C -14.799 -27.031 -6.630 -1.09 0.56 -0.03
C -9.546 -23.734 -16.104 -0.29 0.43 2.04
C -9.869 -20.556 -18.051 -2.43 0.50 0.46
C -12.597 -21.995 -14.800 0.07 -0.61 0.71
C -15.290 -15.157 -13.758 0.06 -0.72 0.82
C -14.393 -14.652 -18.772 -1.09 -0.88 0.29
C -7.856 -26.042 -11.694 -0.08 -0.22 -0.53
C -18.989 -16.641 -11.183 0.07 -0.37 1.46
C -17.979 -24.684 -9.546 -1.25 0.03 -1.06
C -9.424 -17.205 -11.891 -0.30 -1.65 -0.97
C -18.940 -18.009 -13.124 -0.36 -0.20 -1.37
C -14.581 -16.902 -18.032 0.94 -0.90 -0.63
C -12.128 -28.067 -11.146 0.14 -0.71 -0.54
C -6.628 -24.508 -18.224 -1.19 1.35 1.51
C -21.302 -25.244 -16.768 -1.24 0.41 -0.40
C -7.721 -20.243 -17.177 1.19 1.28 1.62
C -8.082 -24.532 -17.609 1.01 -0.67 -1.72
C -17.526 -17.965 -18.644 0.75 0.23 -0.56
C -18.709 -21.134 -18.550 0.30 0.47 0.91
C -5.407 -25.332 -20.095 0.12 0.81 0.68
C -13.401 -25.754 -14.526 0.07 -0.64 0.39
C -12.968 -22.944 -12.584 -1.55 -0.19 -0.49
C -18.434 -25.447 -8.260 -0.63 1.58 -0.78
C -20.635 -22.463 -18.241 -0.30 -0.14 1.29
C -9.782 -24.581 -11.503 0.42 -0.41 1.07
C -14.860 -14.846 -11.339 -0.56 -1.74 -0.37
H -7.525 -26.168 -10.663 -0.36 0.21 0.22
H -9.114 -17.101 -10.851 -0.19 -0.23 -0.05
H -18.660 -17.534 -10.652 0.00 -0.02 -0.01
H -17.981 -20.663 -17.889 0.19 0.23 -0.32
H -8.667 -16.723 -12.509 -0.10 0.14 -0.20
H -14.808 -19.232 -13.887 -0.82 0.25 0.40
H -13.376 -14.701 -18.384 0.19 -0.47 -0.27
H -11.486 -27.218 -11.379 -0.48 0.69 0.17
H -18.434 -25.217 -10.380 0.22 -0.58 -0.17
H -17.305 -18.125 -19.699 -0.24 0.04 -0.37
H -10.784 -19.024 -13.781 -0.30 0.07 -0.15
H -19.148 -20.379 -19.202 -0.13 0.01 -0.20
H -17.249 -17.401 -7.630 0.28 -0.25 0.75
H -16.615 -20.978 -15.298 -0.10 0.09 -0.08
H -7.720 -22.476 -12.767 0.06 -0.53 -0.14
H -15.423 -27.923 -6.589 0.20 -0.43 -0.22
H -16.690 -15.940 -8.307 0.19 0.13 -0.31
H -9.008 -23.940 -9.544 0.18 0.12 -0.09
H -6.009 -24.866 -17.402 0.62 -0.93 -0.35
H -13.612 -17.814 -9.887 0.15 0.19 -0.15
H -20.058 -25.351 -6.093 0.47 0.32 -0.03
H -13.091 -25.445 -15.524 -0.68 0.21 -0.10
H -10.790 -24.117 -9.661 -0.10 0.94 -0.08
H -14.329 -23.123 -15.628 0.11 -0.50 0.37
H -20.986 -25.237 -17.811 0.18 -0.42 -0.07
H -15.412 -26.277 -6.136 0.25 0.17 0.17
H -13.889 -27.197 -6.053 0.28 0.11 -0.29
H -6.267 -23.492 -18.385 -0.26 0.57 0.20
H -11.676 -18.847 -10.872 -0.07 0.14 0.00
H -15.917 -14.890 -11.081 -0.20 0.31 0.15
H -9.113 -25.207 -7.570 0.15 0.15 0.03
H -5.027 -24.348 -20.368 0.41 0.13 -0.12
H -16.905 -24.648 -9.729 0.20 -0.08 0.45
H -22.348 -25.539 -16.695 -0.09 -0.83 -0.40
H -21.110 -21.867 -19.020 -0.11 -0.34 -0.52
H -17.923 -25.039 -7.389 -0.10 0.09 0.31
H -16.575 -22.685 -14.873 -0.03 -0.19 0.10
H -19.298 -19.459 -15.297 0.38 -0.55 -0.53
H -15.300 -14.618 -14.705 0.30 0.71 0.44
H -11.831 -19.932 -20.079 -0.29 0.25 0.37
H -11.929 -28.763 -11.961 -0.09 -0.27 0.12
H -14.577 -18.978 -17.476 -0.19 0.10 0.16
H -14.698 -18.509 -11.143 0.39 0.11 -0.46
H -13.918 -23.410 -12.844 -0.12 -0.25 0.09
H -19.205 -21.976 -10.986 0.22 0.19 0.04
H -11.881 -22.081 -15.617 0.05 -0.19 0.12
H -10.852 -25.502 -7.644 -0.16 -0.01 0.33
H -5.505 -25.912 -21.013 -0.36 -0.12 0.30
H -18.917 -24.852 -14.382 0.39 0.34 -0.35
H -8.782 -24.116 -18.334 0.01 0.68 -0.07
H -12.260 -21.615 -20.051 0.48 -0.22 -0.01
H -16.862 -21.463 -13.612 0.46 0.05 0.11
H -8.436 -25.561 -17.545 0.35 -0.49 0.10
H -10.119 -23.608 -11.861 0.28 0.07 -0.20
H -15.983 -19.687 -9.497 -0.25 0.04 -0.52
H -9.409 -20.685 -14.801 -0.26 -0.11 -0.26
H -18.160 -21.856 -19.155 -0.28 -0.50 -0.03
H -12.657 -25.351 -13.838 -0.64 0.59 0.15
H -7.341 -22.378 -14.520 -0.55 0.16 -0.32
H -13.536 -17.029 -18.317 0.61 -0.43 0.42
H -18.209 -25.851 -15.740 -0.34 0.12 -0.01
H -6.680 -20.190 -17.496 -0.24 -0.30 -0.65
H -18.767 -23.396 -11.849 0.19 -0.68 0.18
H -14.453 -16.999 -13.048 0.18 0.05 0.30
H -14.421 -14.047 -19.678 -0.05 -0.46 -0.14
H -22.087 -22.010 -16.690 0.22 -0.22 0.36
H -11.639 -20.603 -10.904 -0.04 0.02 -0.19
H -20.706 -25.927 -16.162 0.18 0.35 0.01
H -9.686 -26.865 -7.614 -0.16 -0.06 -0.37
H -9.227 -18.389 -14.264 0.30 0.03 -0.04
H -21.517 -25.314 -7.019 0.00 -0.36 -0.35
H -12.539 -20.748 -18.593 0.48 0.43 0.28
H -18.253 -26.520 -8.307 0.43 -0.09 -0.30
H -18.367 -15.808 -10.855 0.10 -0.03 -0.29
H -9.984 -21.143 -13.236 0.50 -0.41 0.69
H -11.744 -28.496 -10.220 -0.06 -0.12 0.17
H -17.477 -16.894 -18.449 -0.79 0.13 -0.07
H -15.489 -16.866 -7.443 0.00 -0.41 0.12
H -10.421 -16.797 -12.055 0.07 0.53 0.06
H -6.957 -26.070 -12.310 -0.05 0.03 -0.09
H -9.549 -23.378 -15.074 -0.46 0.41 -0.03
H -13.874 -18.797 -15.210 0.51 0.44 -0.42
H -14.999 -26.747 -10.377 -0.22 -0.36 0.59
H -10.185 -24.617 -16.066 0.35 -0.65 -0.33
H -20.011 -16.410 -10.882 -0.17 -0.10 -0.26
H -10.060 -23.039 -16.769 0.39 0.32 -0.27
H -19.002 -18.089 -16.395 -0.02 -0.05 0.17
H -10.439 -25.328 -11.946 -0.54 -0.18 0.43
H -13.615 -16.451 -14.491 0.30 0.62 0.11
H -15.559 -19.105 -15.569 0.19 -0.93 0.42
H -18.427 -18.514 -18.368 -0.21 0.76 -0.18
H -13.523 -25.938 -10.427 0.56 0.20 0.42
H -4.717 -25.799 -19.392 0.27 -0.21 -0.18
H -13.907 -28.407 -8.756 0.05 -0.22 0.80
H -14.514 -15.872 -11.216 0.02 -0.34 -0.14
H -8.501 -26.867 -11.996 -0.01 -0.37 0.20
H -14.868 -18.735 -19.161 -0.35 0.09 -0.43
H -7.694 -20.846 -16.269 -0.56 -0.44 -0.24
H -15.100 -19.112 -8.207 0.47 0.61 0.26
H -20.108 -23.355 -18.578 -0.30 -0.16 -0.66
H -22.616 -23.214 -17.835 -0.04 -0.45 0.03
H -12.570 -23.535 -11.759 0.66 0.15 -0.24
H -14.961 -14.115 -18.013 -0.18 0.02 0.11
H -6.238 -21.721 -13.359 0.05 -0.03 0.13
H -17.609 -18.802 -15.587 -0.12 -0.06 0.24
H -17.476 -22.358 -11.158 0.14 -0.07 -0.15
H -12.654 -27.095 -8.484 0.01 -0.27 0.69
H -20.423 -26.789 -7.000 -0.46 -0.21 0.02
H -13.292 -21.960 -12.245 0.58 0.26 0.06
H -13.214 -26.824 -14.437 -0.73 -0.22 -0.21
H -14.216 -21.573 -16.288 0.51 0.63 -0.20
H -16.333 -15.376 -13.528 -0.20 -0.06 0.17
H -12.466 -21.013 -14.347 -0.22 0.30 -0.18
H -14.557 -16.484 -17.025 -0.64 -0.24 0.22
H -14.291 -14.340 -10.559 -0.01 0.91 -0.70
H -7.955 -19.228 -16.856 -0.34 0.05 -0.06
H -18.739 -26.537 -14.181 0.41 -0.37 -0.01
H -12.623 -19.719 -12.115 0.08 0.04 -0.23
```
Positions in Å, forces in eV/Å.

Properties
- Orbital gap: 9.7 eV
- HOMO energy: -9.192 eV
- Net charge: 0